## A
Below is an isolated molecule of C4H9NOS, with properties calculated with ωB97M-V/def2-TZVPD.

Cartesian coordinates (Å):
N1 1.25081 -0.01510 2.19496
C1 1.40550 -0.30511 0.80562
O1 2.46793 -0.21521 0.21524
C2 0.04978 -0.89024 0.27251
C3 -0.92521 0.19672 -0.06602
C4 -0.66190 0.95017 -1.28814
S1 -0.51797 -0.09190 -2.77402
H1 1.86256 0.81464 2.62316
H2 0.28838 -0.30097 2.57802
H3 -0.38214 -1.42801 1.09455
H4 0.38178 -1.53528 -0.54977
H5 -0.87935 0.95678 0.64855
H6 -1.84789 -0.24894 -0.26638
H7 0.15078 1.63834 -1.07381
H8 -1.39734 1.72202 -1.67121
H9 -1.24571 -1.24792 -2.74326

For the orbital gap, the calculation gives 9.58 eV. For the LUMO energy, the calculation gives 0.0246 hartree.

---

## B
Below is an isolated molecule of C4H9NOS, with properties calculated with ωB97M-V/def2-TZVPD.

Cartesian coordinates (Å):
C1 -1.76485 0.44455 0.52612
C2 -0.72983 -0.27110 -0.33476
C3 0.19344 -1.14493 0.68702
O1 1.33851 -1.39737 -0.06384
N1 1.77077 -0.29792 -0.67803
S1 2.64324 0.77245 0.37639
C4 0.19190 0.49702 -1.14798
H1 -1.54455 1.26970 1.15587
H2 -2.08013 -0.25229 1.34475
H3 -2.55282 0.81766 -0.05470
H4 -1.20790 -1.13665 -0.75605
H5 0.22827 -0.67330 1.70496
H6 -0.15187 -2.11987 0.98694
H7 3.21073 1.38526 -0.60048
H8 0.15027 0.47394 -2.21270
H9 0.30481 1.63283 -0.93353

For the orbital gap, the calculation gives 9.07 eV. For the LUMO energy, the calculation gives 0.0308 hartree.

---

It is A that is most stable; the runner-up trails by 72.9 kcal/mol.

---

## A
Below is an isolated molecule of C2H3N5O, with properties calculated with ωB97M-V/def2-TZVPD.

Cartesian coordinates (Å):
N1 -2.18875 0.78287 -0.51061
N2 -1.02513 0.30465 -0.35705
C1 -0.85608 -0.97835 0.26840
N3 0.33904 -1.36311 0.82714
C2 1.27560 -0.43368 0.16301
O1 2.32067 -0.91650 -0.02244
N4 0.98304 0.99046 0.05477
N5 -0.18647 1.32611 -0.33727
H1 -2.20145 1.74806 -1.34290
H2 -2.54298 1.17750 0.54753
H3 -1.79020 -1.40826 0.64760

For the orbital gap, the calculation gives 9.20 eV. For the LUMO energy, the calculation gives -0.0229 hartree.

---

## B
Below is an isolated molecule of C2H3N5O, with properties calculated with ωB97M-V/def2-TZVPD.

Cartesian coordinates (Å):
H1 -2.88536 -0.94620 0.96158
N1 -2.42368 0.03740 0.66993
C1 -1.37435 -0.11243 -0.11920
N2 -0.79414 1.15776 -0.37975
C2 0.51922 1.24159 -0.20924
N3 1.01989 0.07100 0.38168
O1 2.41409 -0.04546 0.27792
N4 0.62493 -1.12387 -0.30309
N5 -0.58213 -1.12168 -0.61763
H2 1.05803 2.11360 -0.58196
H3 2.73125 -0.72290 1.10961

For the orbital gap, the calculation gives 9.17 eV. For the LUMO energy, the calculation gives -0.0242 hartree.

---

It is B that is most stable; the runner-up trails by 6.9 kcal/mol.

---

## A
Below is an isolated molecule of C3H3FO2, with properties calculated with ωB97M-V/def2-TZVPD.

Cartesian coordinates (Å):
O1 2.11473 1.12401 -0.85682
C1 1.34339 1.31844 -0.01256
O2 0.33370 0.35494 0.34155
C2 -0.02832 -0.73668 -0.37620
C3 -1.32791 -1.20704 -0.10350
F1 -2.15112 -0.79930 0.95402
H1 1.26887 2.24560 0.57362
H2 0.42323 -1.14516 -1.34674
H3 -1.84244 -1.98666 -0.73734

For the orbital gap, the calculation gives 10.19 eV. For the LUMO energy, the calculation gives 0.0341 hartree.

---

## B
Below is an isolated molecule of C3H3FO2, with properties calculated with ωB97M-V/def2-TZVPD.

Cartesian coordinates (Å):
O1 -1.97943 -0.72758 -0.19029
C1 -1.39294 0.33345 -0.25147
C2 0.07867 0.63179 0.01448
O2 0.56680 1.75069 -0.08102
C3 0.94271 -0.62263 0.23476
F1 2.06998 -0.50103 -0.50936
H1 -1.90384 1.23465 -0.60548
H2 1.23112 -0.52521 1.29206
H3 0.38693 -1.57413 0.09631

For the orbital gap, the calculation gives 9.06 eV. For the LUMO energy, the calculation gives -0.0461 hartree.

---

It is B that is most stable; the runner-up trails by 12.2 kcal/mol.